1.
{
  "formula": "C7H7NO2S",
  "method": "the ωB97M-V functional and the def2-TZVPD basis",
  "energy_ha": -874.21708,
  "homo_ev": [-9.34, -9.34],
  "elements": ["C", "C", "C", "C", "C", "C", "C", "N", "O", "O", "S", "H", "H", "H", "H", "H", "H", "H"],
  "positions_angstrom": [[-1.347, 1.506, -0.635], [-1.550, 0.664, 0.442], [-0.180, 1.467, -1.355], [-0.616, -0.363, 0.707], [0.770, 0.497, -1.097], [0.513, -0.541, -0.109], [1.377, -1.758, 0.078], [-0.074, -3.219, 1.109], [-1.352, -4.938, 2.384], [0.711, -2.992, -0.132], [-0.502, -4.769, 1.199], [-1.889, 2.276, -0.996], [-2.251, 0.603, 1.287], [0.068, 2.101, -2.233], [-0.855, -0.929, 1.570], [1.683, 0.336, -1.711], [2.204, -1.695, -0.668], [1.729, -1.844, 1.165]],
  "forces_ev_per_a": [[1.2026, -0.9094, 0.8121], [1.0421, -1.4239, 1.2218], [2.0408, -0.8425, -1.1385], [0.1336, 1.4821, -1.5372], [0.4288, -3.0766, 0.9508], [-0.7477, 1.6447, -0.3967], [1.2190, 0.7432, 1.2473], [0.5356, -2.1164, -1.7936], [0.7356, -0.1115, -0.9767], [-1.6023, -0.9644, 1.4985], [-0.1017, 2.5197, 0.7419], [-2.8198, 2.2195, -0.2324], [-0.6473, 1.1317, -1.2040], [-0.7171, -0.0815, 0.9075], [0.2829, -0.8618, 0.4077], [-0.7466, 0.5064, 0.3706], [-0.3756, -0.4483, 0.7515], [0.1372, 0.5892, -1.6307]],
  "nbo_charge": [-0.207, -0.215, -0.217, -0.193, -0.193, -0.067, -0.098, -0.416, -0.840, -0.393, 1.344, 0.212, 0.227, 0.218, 0.224, 0.208, 0.205, 0.200]
}

2.
{
  "formula": "C7H7NO3",
  "method": "the ωB97M-V functional and the def2-TZVPD basis",
  "energy_ha": -551.20721,
  "smiles": "O=[N+]([O-])C[C@@]12C=CC=C[C@@H]1O2",
  "homo_ev": -9.19,
  "elements": ["O", "N", "O", "C", "C", "C", "C", "C", "C", "C", "O", "H", "H", "H", "H", "H", "H", "H"],
  "positions_angstrom": [[1.424, -0.113, -2.395], [0.348, 0.306, -2.775], [0.202, 0.988, -3.761], [-0.879, 0.107, -2.027], [-0.643, 0.025, -0.497], [0.209, -1.085, -0.042], [0.899, -1.027, 1.081], [0.919, 0.097, 1.975], [0.262, 1.227, 1.556], [-0.621, 1.246, 0.349], [-1.739, 0.405, 0.296], [-1.738, 0.847, -2.276], [-1.170, -0.869, -2.422], [0.299, -1.970, -0.679], [1.348, -1.952, 1.333], [1.442, 0.111, 2.822], [0.337, 2.300, 2.114], [-1.060, 2.018, -0.243]],
  "forces_ev_per_a": [[-0.5744, -0.4539, 0.2383], [1.0450, 1.9773, -0.3806], [0.0952, 0.1995, -1.0099], [-2.1793, -0.3448, 1.6391], [0.5791, -0.5830, -1.3881], [-0.7085, -0.0866, -1.0867], [-0.4100, -0.6805, 0.8193], [-3.1231, 2.0939, -4.2688], [0.0938, 2.5090, 1.2773], [0.5148, -0.0437, -0.2193], [-1.2026, -2.3224, 0.7213], [2.0137, -1.0375, 0.1780], [-0.4830, -0.1561, 0.3467], [-0.0830, 0.3570, 0.1733], [0.9401, -0.5172, 0.5579], [2.1130, -0.0639, 3.1976], [-0.0142, -2.9453, -1.1995], [1.3834, 2.0981, 0.4039]],
  "nbo_charge": [-0.368, 0.527, -0.370, -0.314, 0.167, -0.170, -0.214, -0.198, -0.180, 0.001, -0.463, 0.261, 0.238, 0.216, 0.216, 0.213, 0.222, 0.216]
}

3.
{
  "formula": "C7H7NOS",
  "method": "the ωB97M-V functional and the def2-TZVPD basis",
  "energy_ha": -798.96005,
  "homo_ev": -7.54,
  "elements": ["C", "C", "C", "C", "C", "C", "C", "N", "O", "S", "H", "H", "H", "H", "H", "H", "H"],
  "positions_angstrom": [[-2.747, 1.005, -0.067], [-1.430, 1.109, -0.563], [-3.035, -0.229, 0.412], [-0.723, -0.058, -0.445], [2.586, 0.069, 0.351], [1.830, 0.870, -0.338], [2.123, -1.364, 0.398], [0.511, -0.328, -0.973], [1.108, -1.532, -0.571], [-1.695, -1.311, 0.291], [-3.449, 1.819, -0.080], [-1.027, 2.004, -0.995], [-3.955, -0.589, 0.824], [3.479, 0.329, 0.892], [1.722, 1.872, -0.669], [2.933, -2.046, 0.126], [1.768, -1.620, 1.408]],
  "forces_ev_per_a": [[-0.1491, -0.2733, 0.1557], [0.4497, -0.1724, -0.0262], [0.1018, -0.1659, 0.0543], [-1.1577, -0.3434, 0.8114], [-0.1322, -0.1936, 0.0315], [-2.8093, -3.0929, -1.2076], [0.0069, 0.1139, 0.2204], [4.0452, 2.7795, 0.3214], [-0.4824, -0.2270, -0.0400], [0.2181, 0.5446, -0.2365], [-0.1429, 0.1132, 0.0133], [0.1597, 0.1872, -0.1623], [-0.2317, -0.0356, 0.1137], [0.1567, 0.2416, 0.0702], [-0.0052, 0.4722, -0.0721], [-0.0731, -0.0047, 0.0478], [0.0455, 0.0566, -0.0951]],
  "nbo_charge": [-0.233, -0.327, -0.441, -0.043, -0.273, -0.004, -0.094, -0.140, -0.379, 0.408, 0.222, 0.218, 0.232, 0.240, 0.225, 0.202, 0.187]
}

4.
{
  "formula": "C7H7O3S3",
  "method": "the ωB97M-V functional and the def2-TZVPD basis",
  "energy_ha": -1691.10483,
  "homo_ev": [-1.58, -5.01],
  "s_squared": 2.0079,
  "spin_multiplicity": 3,
  "total_charge": -1,
  "elements": ["C", "C", "C", "C", "C", "C", "C", "O", "O", "O", "S", "S", "S", "H", "H", "H", "H", "H", "H", "H"],
  "positions_angstrom": [[3.944, -0.871, -1.141], [2.684, -0.173, -1.140], [4.496, -1.000, 0.078], [2.272, 0.234, 0.109], [-3.403, 1.566, 1.602], [-3.021, 0.973, 0.488], [-3.601, -0.300, -0.074], [-0.706, -0.152, -1.714], [-4.478, -1.040, 0.315], [-1.456, -1.152, 0.396], [3.508, -0.150, 1.192], [0.779, 1.030, 0.591], [-0.309, -0.789, -0.468], [4.342, -1.384, -1.969], [1.870, -0.030, -1.958], [5.568, -1.254, 0.452], [-3.081, 2.546, 1.908], [-4.075, 1.202, 2.360], [-2.228, 1.363, -0.075], [-3.104, -0.619, -0.949]],
  "forces_ev_per_a": [[-1.4476, 0.0427, -0.6344], [-1.8725, 0.0171, -1.2502], [1.9608, 0.9019, 1.9549], [0.5803, 0.4920, -0.7293], [-0.3942, 0.5867, 0.7324], [-1.5989, -1.0378, 0.8232], [0.1531, -0.4959, 0.3775], [-0.3156, 0.9562, -2.2698], [-0.5311, 0.8879, 0.9722], [0.1562, -0.5693, 1.0140], [0.4790, -0.2576, 2.0393], [1.6305, 1.1733, 0.9219], [-0.5891, -2.5458, 0.4205], [0.4258, -0.1998, -1.1600], [2.0780, -0.4851, 1.0078], [-2.2548, 0.1262, -1.0820], [0.7872, 0.2703, -0.2229], [-0.5661, -0.7233, -0.3618], [0.7748, 0.6805, -0.9889], [0.5444, 0.1799, -1.5643]],
  "nbo_charge": [-0.269, -0.307, -0.457, -0.439, -0.344, -0.278, 0.424, -0.956, -0.577, -0.938, 0.444, -0.021, 1.303, 0.210, 0.255, 0.236, 0.179, 0.188, 0.218, 0.131]
}

5.
{
  "formula": "C7H7PS",
  "method": "the ωB97M-V functional and the def2-TZVPD basis",
  "energy_ha": -1010.39496,
  "homo_ev": -7.71,
  "elements": ["C", "C", "C", "C", "C", "C", "C", "P", "S", "H", "H", "H", "H", "H", "H", "H"],
  "positions_angstrom": [[1.697, -0.824, 1.071], [1.220, 0.413, 1.327], [1.008, -1.673, 0.108], [0.318, 1.072, 0.507], [0.023, -1.069, -0.715], [-0.147, 0.313, -0.608], [-1.009, 1.069, -1.489], [-3.122, 0.791, -0.284], [-2.894, -0.769, 0.864], [2.370, -1.299, 1.761], [1.609, 1.027, 2.185], [1.307, -2.701, -0.058], [0.213, 2.186, 0.535], [-0.618, -1.615, -1.316], [-0.919, 2.103, -1.237], [-1.055, 0.974, -2.650]],
  "forces_ev_per_a": [[-1.5871, -3.4036, -1.0755], [0.2893, 3.0747, 1.5331], [0.3345, 2.2411, 0.0677], [0.9800, -0.9536, -1.5548], [2.4055, 0.5552, 2.5681], [-0.6294, 1.2581, 0.5519], [-2.2188, -0.2451, -0.9924], [1.6553, -1.2278, -0.2255], [-0.0808, 1.5635, -1.2184], [0.4548, -0.0223, 0.0104], [-0.1259, -0.9029, -0.8124], [-0.1376, 0.0368, 0.2887], [-0.2689, -1.2679, 0.1996], [-0.7750, -1.0377, -1.4934], [-0.1718, 0.7896, -0.1562], [-0.1242, -0.4579, 2.3091]],
  "nbo_charge": [-0.246, -0.190, -0.171, -0.234, -0.223, -0.082, -0.531, 0.506, -0.325, 0.214, 0.209, 0.214, 0.217, 0.215, 0.195, 0.234]
}

6.
{
  "formula": "C7H8",
  "method": "the ωB97M-V functional and the def2-TZVPD basis",
  "energy_ha": -271.28129,
  "homo_ev": -7.09,
  "elements": ["C", "C", "C", "C", "C", "C", "C", "H", "H", "H", "H", "H", "H", "H", "H"],
  "positions_angstrom": [[1.584, 1.019, 0.934], [0.515, 0.138, 0.274], [-0.607, -0.606, 1.043], [-1.787, -0.543, 0.311], [-1.625, -0.071, -0.981], [-0.227, 0.272, -1.198], [0.968, -0.528, -0.905], [1.398, 2.087, 0.993], [2.513, 0.844, 0.392], [1.736, 0.614, 1.947], [-0.188, -1.530, 1.433], [-2.770, -0.967, 0.497], [-2.336, -0.113, -1.796], [-0.077, 1.015, -1.992], [0.901, -1.630, -0.952]],
  "forces_ev_per_a": [[-0.4005, -0.5960, 0.5149], [0.0515, 2.5144, -0.0118], [2.6826, 0.0185, -3.2633], [-2.0049, -0.1898, -0.9667], [1.5757, 0.0806, 0.9424], [-0.7865, 0.7736, 0.4368], [-0.5107, -3.3581, 0.9881], [-0.2761, 0.1130, 0.0890], [-0.1082, 0.1595, -0.0329], [-0.0425, 0.3304, -0.0539], [-0.7640, 0.0232, 1.1894], [0.3702, -0.4138, 0.6340], [-0.3134, 0.3379, 0.3006], [0.2068, -0.0541, 0.2121], [0.3198, 0.2607, -0.9787]],
  "nbo_charge": [-0.616, -0.085, -0.059, -0.312, -0.051, -0.350, -0.301, 0.211, 0.227, 0.207, 0.227, 0.232, 0.221, 0.253, 0.195]
}